Arrangement a

13
Properties=species:S:1:pos:R:3:nbo_charge:R:1 method="wB97M-V/def2-TZVPD" multiplicity=1 homo_lumo_gap_ev=9.09 e_homo_ev=-9.05 e_lumo_ev=0.04
C -2.59566 -0.01119 -0.65055 -0.664
C -0.97703 -0.03115 -0.39028 0.232
C 2.05010 0.01455 0.32814 0.256
H -2.73448 -0.16422 -1.71007 0.235
H -3.09050 0.93587 -0.24573 0.235
H -2.89696 -0.93683 -0.20036 0.232
H 4.05186 0.30718 0.24988 0.356
H 1.27344 -0.57876 1.89969 0.391
N -0.21350 -0.40292 -1.31033 -0.584
N 3.23376 0.17675 0.92331 -0.711
N 1.00545 -0.31815 1.05220 -0.747
S 1.35383 0.41529 -1.25828 0.389
S -0.46031 0.59360 1.31239 0.381

Arrangement b

13
Properties=species:S:1:pos:R:3:nbo_charge:R:1 method="wB97M-V/def2-TZVPD" multiplicity=1 homo_lumo_gap_ev=7.02 e_homo_ev=-8.74 e_lumo_ev=-1.72
C -0.99620 -0.31047 0.41761 0.307
C -0.55371 0.34019 -0.87026 -0.351
C 0.80546 0.25641 -0.61337 -0.034
H -2.40628 -1.28078 1.48405 0.397
H -2.43674 0.70925 1.22259 0.390
H -0.84665 1.17841 -1.61390 0.262
H 1.11442 3.10573 -1.04002 0.120
H 2.31423 -2.00302 -0.62084 0.116
N -2.34393 -0.40131 0.78008 -0.830
N 1.09933 -0.56957 0.36646 -0.421
N -0.01122 -0.79637 1.21644 -0.303
S 1.91806 1.26391 -1.47931 0.058
S 2.34323 -1.49238 0.75047 0.289

Arrangement c

13
Properties=species:S:1:pos:R:3:nbo_charge:R:1 method="wB97M-V/def2-TZVPD" multiplicity=1 homo_lumo_gap_ev="7.09 / 7.07" e_homo_ev="-7.01 / -7.04" e_lumo_ev="0.08 / 0.03"
C -0.10372 -0.52825 -0.65288 -0.101
C -0.36138 0.73004 -0.34250 -0.350
C -2.73568 0.14608 -0.25392 0.018
N -1.09506 -1.57880 -0.51890 -0.448
N -2.43240 -1.12688 -0.33281 -0.439
N 1.29089 2.32329 0.84150 -0.974
S -3.84843 1.13566 0.19488 0.020
S 0.31398 2.28240 -0.51968 0.516
H 0.86170 -0.84927 -1.14288 0.214
H -0.91038 -2.38827 -1.22955 0.389
H -3.01501 -1.92146 -0.50637 0.403
H 1.78674 1.37507 0.83678 0.375
H 0.64669 2.37016 1.72788 0.378

Which structure loses on stability? arrangement b does.

Arrangement a

20
Properties=species:S:1:pos:R:3:nbo_charge:R:1 method="wB97M-V/def2-TZVPD" multiplicity=1 homo_lumo_gap_ev=8.36 e_homo_ev=-7.62 e_lumo_ev=0.73
C 2.59152 0.04304 -0.21050 -0.224
C 1.77101 1.25753 -0.04258 -0.284
C 2.14530 -1.25252 -0.27757 -0.216
C 0.43823 1.07715 0.13208 0.192
C -1.61555 1.02781 -0.37359 0.568
C 0.35644 -1.23749 1.45157 -0.426
C 0.79478 -1.62978 0.06871 -0.272
C -0.09967 -0.42451 0.33393 0.190
C -2.91837 1.33413 -0.95848 -0.705
N -0.59320 1.83109 -0.32193 -0.490
O -1.43025 -0.24744 0.00888 -0.450
H 3.52712 0.37934 -0.62927 0.213
H 2.19440 2.19318 -0.17769 0.215
H 2.92669 -1.98725 -0.65353 0.226
H -0.40396 -1.83003 2.02688 0.233
H 1.17516 -0.80382 1.99839 0.230
H 0.32327 -2.57713 -0.28207 0.243
H -3.51539 0.43789 -0.95148 0.240
H -2.94273 1.92173 -1.87509 0.261
H -3.47237 2.17260 -0.49468 0.255

Arrangement b

20
Properties=species:S:1:pos:R:3:nbo_charge:R:1 method="wB97M-V/def2-TZVPD" multiplicity=1 homo_lumo_gap_ev=9.14 e_homo_ev=-8.57 e_lumo_ev=0.57
C -0.53899 1.12644 0.98243 -0.100
C -0.73989 1.97032 -0.30981 -0.458
C -0.74244 1.13254 -1.50454 0.572
C -0.12342 -0.21680 -1.02571 -0.147
C 0.22413 -1.28935 -1.83787 -0.175
C 0.72060 -2.40249 -1.13683 -0.198
C 0.97160 -2.37105 0.26348 -0.170
C 0.43963 -1.27079 1.03914 -0.181
C -0.11169 -0.17055 0.38570 0.026
H 0.35909 1.25309 2.85889 0.409
H 0.18331 2.80671 2.15078 0.336
H -1.45324 0.61731 1.02941 0.172
H 0.17361 2.35663 -0.21510 0.235
H -1.70966 2.80386 0.11388 0.212
H 0.02379 -1.44565 -2.80773 0.218
H 0.87105 -3.25854 -1.64595 0.192
H 1.52504 -3.13754 0.44671 0.196
H 0.73153 -1.34965 1.86930 0.167
N 0.20948 1.51327 1.91453 -0.811
O -1.01354 1.33224 -2.57072 -0.495

Which structure loses on stability? arrangement b does.

Arrangement a

7
Properties=species:S:1:pos:R:3:nbo_charge:R:1 method="wB97M-V/def2-TZVPD" multiplicity=1 homo_lumo_gap_ev=10.36 e_homo_ev=-11.25 e_lumo_ev=-0.89
N -1.24054 -0.35262 -1.08489 -1.104
O 1.00478 -0.47977 0.36143 -1.013
F 0.08258 2.47922 1.72433 -0.571
P 0.07460 -1.06272 -0.59806 1.940
Cl 0.51326 -2.79240 -1.54255 -0.192
H -1.17526 0.42699 -0.52029 0.370
H 0.74059 1.78130 1.66004 0.571

Arrangement b

7
Properties=species:S:1:pos:R:3:nbo_charge:R:1 method="wB97M-V/def2-TZVPD" multiplicity=1 homo_lumo_gap_ev=9.87 e_homo_ev=-9.70 e_lumo_ev=0.17
N 1.35913 0.59270 0.61253 -1.141
O -0.23250 -0.36361 -1.38685 -0.972
F -0.65636 -1.10418 0.96553 -0.564
P -0.23108 0.17817 0.05133 2.023
Cl -1.98516 1.06986 -0.18773 -0.216
H 1.22580 0.38839 1.61176 0.355
H 0.52016 -0.76132 -1.66658 0.516

Which structure loses on stability? arrangement a does.

Arrangement a

11
Properties=species:S:1:pos:R:3:nbo_charge:R:1 method="wB97M-V/def2-TZVPD" multiplicity=1 homo_lumo_gap_ev="8.50 / 9.12" e_homo_ev="-8.14 / -8.91" e_lumo_ev="0.35 / 0.21"
C 0.64215 1.34798 -0.73798 -0.715
C -0.59990 0.50136 -0.79332 -0.242
C -0.06565 -1.58274 1.07521 0.574
F -1.23027 -2.06456 1.30890 -0.321
F 0.34209 -0.87448 2.10065 -0.336
Br -2.29116 0.97199 0.03546 0.039
H 0.91923 1.82800 0.16739 0.234
H 0.89901 2.03125 -1.63952 0.227
H 1.45680 0.58805 -0.81324 0.232
H -0.66753 -0.31389 -1.56495 0.203
H 0.59524 -2.43297 0.86139 0.104

Arrangement b

11
Properties=species:S:1:pos:R:3:nbo_charge:R:1 method="wB97M-V/def2-TZVPD" multiplicity=1 homo_lumo_gap_ev="9.45 / 7.23" e_homo_ev="-8.66 / -7.53" e_lumo_ev="0.78 / -0.31"
C -1.26236 -0.40635 0.93580 -0.760
C 2.02921 -0.16172 -1.35830 -0.425
C -0.66153 0.81411 0.50398 0.699
F -1.17445 1.68053 -0.34900 -0.321
F 0.26807 1.45779 1.20434 -0.334
Br 1.26869 -1.83721 -1.42801 0.069
H -0.52723 -1.19955 0.72669 0.245
H -1.58363 -0.55442 1.97446 0.230
H -2.20691 -0.48696 0.30419 0.250
H 1.35733 0.37427 -1.91394 0.165
H 2.49282 0.31950 -0.60021 0.181

Which structure loses on stability? arrangement b does.

Arrangement a

8
Properties=species:S:1:pos:R:3:nbo_charge:R:1 method="wB97M-V/def2-TZVPD" multiplicity=1 homo_lumo_gap_ev=7.89 e_homo_ev=-9.14 e_lumo_ev=-1.25
C -0.55532 -1.29024 1.32806 0.828
C -0.54026 1.11047 -1.62880 0.375
N 0.42835 -0.72979 0.93254 -0.741
O -1.69118 -1.48461 1.46990 -0.501
O -0.89316 0.20806 -2.31817 -0.378
O 1.53352 1.17784 -0.33956 -0.897
S 0.40233 2.07948 -0.71082 0.907
H 1.31572 -1.07122 1.26686 0.408

Arrangement b

8
Properties=species:S:1:pos:R:3:nbo_charge:R:1 method="wB97M-V/def2-TZVPD" multiplicity=1 homo_lumo_gap_ev=8.95 e_homo_ev=-9.71 e_lumo_ev=-0.76
C 1.53987 2.12996 -1.47473 1.024
C -1.61246 0.91768 0.90563 0.559
N -0.80984 0.60302 -0.19298 -0.689
O 1.22671 1.50841 -2.38588 -0.512
O -2.64074 0.68532 1.40951 -0.491
O 1.75665 2.68452 -0.50065 -0.512
S 0.06694 1.10478 1.40505 0.231
H -1.02432 -0.36152 -0.45575 0.391

Arrangement c

8
Properties=species:S:1:pos:R:3:nbo_charge:R:1 method="wB97M-V/def2-TZVPD" multiplicity=1 homo_lumo_gap_ev=9.13 e_homo_ev=-10.24 e_lumo_ev=-1.10
C 3.79586 0.14373 0.76062 0.015
C 1.29455 -0.35829 -0.77684 0.816
N 4.26526 0.59709 1.70892 -0.294
O 0.75614 -0.36071 -1.78765 -0.484
O -0.41124 -0.24177 0.80199 -0.389
O 1.02349 -0.45108 0.42572 -0.277
S 3.33806 -0.71597 -0.60562 0.131
H -0.35175 0.72561 1.15517 0.482

Which structure loses on stability? arrangement c does.

Arrangement a

7
Properties=species:S:1:pos:R:3:nbo_charge:R:1 method="wB97M-V/def2-TZVPD" total_charge=-1 multiplicity=1 homo_lumo_gap_ev=4.03 e_homo_ev=-0.62 e_lumo_ev=3.41
C -1.90395 0.02911 0.35370 1.040
C 1.50434 0.18085 -0.21314 -1.330
O -2.16250 1.09261 -0.09501 -0.536
O -2.01490 -0.95331 1.02580 -0.548
H 2.08374 0.15174 -1.19260 0.136
H 0.46251 0.10839 -0.36079 0.103
H 2.03077 -0.60939 0.48205 0.135

Arrangement b

7
Properties=species:S:1:pos:R:3:nbo_charge:R:1 method="wB97M-V/def2-TZVPD" total_charge=-1 multiplicity=1 homo_lumo_gap_ev=8.41 e_homo_ev=-3.64 e_lumo_ev=4.77
O -1.76322 -0.32740 0.02396 -0.802
C -0.60364 -0.49904 -0.41661 0.755
O -0.23455 -1.23654 -1.35455 -0.792
C 0.47501 0.34833 0.28433 -0.735
H 1.42612 0.37407 -0.23284 0.186
H 0.13553 1.37477 0.38224 0.193
H 0.56475 -0.03419 1.31348 0.195

Which structure loses on stability? arrangement a does.

Arrangement a

14
Properties=species:S:1:pos:R:3:nbo_charge:R:1 method="wB97M-V/def2-TZVPD" total_charge=+1 multiplicity=1 homo_lumo_gap_ev=7.71 e_homo_ev=-13.39 e_lumo_ev=-5.68
C 0.21481 -0.95434 1.20726 -0.447
C 0.92393 -0.94104 -0.13507 -0.402
C -0.54395 -0.91134 -0.04616 0.072
N -1.15360 1.43152 -0.37353 -0.985
S 1.93162 0.47354 -0.67476 0.060
S -1.90584 -1.54784 -0.72377 0.378
H 0.27070 -1.88068 1.58195 0.252
H 0.23743 -0.05930 1.88944 0.279
H 1.39666 -1.81986 -0.28875 0.258
H -1.89102 1.40867 0.31727 0.395
H -1.46915 1.43295 -1.35150 0.401
H -0.45352 2.13154 -0.16761 0.410
H 2.93171 0.23699 0.05235 0.134
H -1.17121 -1.59613 -2.01088 0.196

Arrangement b

14
Properties=species:S:1:pos:R:3:nbo_charge:R:1 method="wB97M-V/def2-TZVPD" total_charge=+1 multiplicity=1 homo_lumo_gap_ev=10.15 e_homo_ev=-13.79 e_lumo_ev=-3.63
C -0.11346 -0.54025 1.18405 -0.459
C -0.63240 0.79240 0.85691 -0.356
C 0.58004 0.14544 0.05438 -0.079
N 0.24104 -0.24855 -1.31892 -0.716
S -2.11873 0.89502 -0.06793 0.059
S 2.18275 0.90270 0.03849 0.084
H 0.45186 -0.55837 2.11121 0.272
H -0.94622 -1.21624 1.32334 0.267
H -0.60672 1.60809 1.50932 0.272
H -0.74955 -0.21410 -1.54769 0.444
H 0.54328 -1.23806 -1.53388 0.451
H 0.57213 0.40074 -2.09000 0.465
H -2.41166 -0.50279 -0.09259 0.131
H 3.00764 -0.22603 -0.42670 0.163

Which structure loses on stability? arrangement a does.

Arrangement a

11
Properties=species:S:1:pos:R:3:nbo_charge:R:1 method="wB97M-V/def2-TZVPD" multiplicity=1 homo_lumo_gap_ev=8.54 e_homo_ev=-7.94 e_lumo_ev=0.59
C 0.15613 0.11100 -0.43691 0.338
N -1.19908 -0.26382 -0.33823 -0.790
N 1.18508 -0.27044 0.35897 -0.768
N -0.16989 2.15713 0.31923 0.339
O -1.35139 2.48365 0.27468 -0.462
O 0.82630 2.73922 0.76505 -0.461
H 0.53857 0.44500 -1.34057 0.188
H -1.38172 -0.67633 0.59601 0.378
H -1.96374 0.32553 -0.58144 0.430
H 2.02753 0.07322 -0.02992 0.405
H 1.02212 -0.12492 1.33284 0.402

Arrangement b

11
Properties=species:S:1:pos:R:3:nbo_charge:R:1 method="wB97M-V/def2-TZVPD" multiplicity=1 homo_lumo_gap_ev=9.84 e_homo_ev=-9.24 e_lumo_ev=0.61
C 0.78035 -0.10108 -0.09771 0.526
H -1.77727 1.01730 0.61059 0.481
H 0.49106 1.94824 0.02993 0.373
H 2.48790 0.68919 0.19659 0.335
H 0.39948 -2.11817 -0.08466 0.385
H -1.87132 -0.88941 -0.40395 0.481
N 0.03539 1.06805 0.12756 -0.356
N 2.07492 -0.23173 0.02960 -0.735
N -0.03549 -1.24656 -0.41674 -0.355
O -1.27532 1.09975 -0.30542 -0.551
O -1.30972 -1.23557 0.31421 -0.584

Arrangement c

11
Properties=species:S:1:pos:R:3:nbo_charge:R:1 method="wB97M-V/def2-TZVPD" multiplicity=1 homo_lumo_gap_ev=9.79 e_homo_ev=-9.19 e_lumo_ev=0.60
C 0.73525 -0.23653 -0.19014 0.543
H -1.72505 1.04582 -0.25915 0.481
H 0.78933 1.97921 0.31074 0.379
H 2.72597 0.11648 0.12715 0.366
H -0.42214 -2.09982 -0.31938 0.401
H -1.51963 -0.58094 1.06477 0.467
N 0.15955 0.99870 0.39388 -0.384
N 2.02893 -0.56165 -0.16926 -0.745
N -0.37306 -1.09659 -0.42139 -0.346
O -0.74355 1.24157 -0.64353 -0.600
O -1.65560 -0.80625 0.10631 -0.562

Which structure loses on stability? arrangement c does.